# 1
A gas-phase ion, C5H9N3 (charge +2) at a distorted geometry. Source: the Open Molecules 2025 dataset; level of theory: ωB97M-V with the def2-TZVPD basis set.

Results
Frontier orbital gap = 9.990 eV
Total charge = +2

Each line ends with the Mulliken charge.
Geometry (Å):
C  0.6236  -1.9589  0.0480  -0.042
C  1.1469  0.3646  -0.0356  0.455
C  1.7674  -0.9046  -0.1312  -0.368
C  -1.7645  0.4809  -0.7541  -0.325
C  -1.8533  0.6136  0.7265  -0.214
N  -0.5774  -1.6011  -0.0541  -0.718
N  1.1633  1.6094  0.0371  -0.202
N  -0.7850  -0.2499  0.0317  0.544
H  1.0323  -2.9566  0.2570  0.427
H  2.4279  -1.0309  0.7562  0.359
H  2.3513  -1.2238  -1.0484  0.388
H  -2.4887  -0.1684  -1.2962  0.305
H  -1.4845  1.2974  -1.3681  0.265
H  -1.3654  1.4766  1.1647  0.214
H  -2.5614  -0.0159  1.3646  0.315
H  2.1047  2.2358  0.0437  0.397
H  0.2626  2.0318  0.2582  0.199

Cartesian forces (eV/Å) of the 3 atoms listed first:
0.69 0.13 -0.22
-3.16 -1.02 -0.48
0.56 -0.83 0.55

# 2
A molecular structure, C2HCrFO at a distorted geometry. Source: the Open Molecules 2025 dataset; level of theory: ωB97M-V with the def2-TZVPD basis set.

Results
Frontier orbital gap (alpha / beta) = 5.570 / 8.097 eV
Total charge = +2
Multiplicity = 5
<S²> = 6.119

Each line ends with the Mulliken charge.
Geometry (Å):
H  -0.0426  -1.1505  1.0262  0.317
C  0.0954  -0.0953  0.4968  0.397
C  -1.2029  -0.2618  -0.1108  0.198
O  1.0692  0.4337  -0.0027  -0.670
F  -2.0957  0.5888  0.2523  0.010
Cr  2.1766  0.4852  -1.6618  1.747

Cartesian forces (eV/Å) of the 3 atoms listed first:
1.58 1.37 0.64
-3.05 -4.38 -0.36
-1.36 3.88 1.17

# 3
A molecular structure, C4H4N2O at a distorted geometry. Source: the Open Molecules 2025 dataset; level of theory: ωB97M-V with the def2-TZVPD basis set.

Results
Frontier orbital gap = 11.005 eV
Total charge = 0

Each line ends with the Mulliken charge.
Geometry (Å):
C  -2.0271  0.8209  1.2250  -0.013
C  -0.1496  0.2751  -0.4021  0.358
C  0.0711  -1.1434  0.0371  -0.348
C  -0.6671  0.4514  1.0364  0.366
N  -3.0679  1.2801  1.3093  -0.354
N  0.0338  0.8517  -1.5221  -0.645
O  -0.2993  -0.8191  1.3633  -0.391
H  -0.6061  -1.9259  -0.5085  0.261
H  1.0692  -1.2932  -0.0839  0.293
H  0.0052  1.1346  1.8212  0.214
H  0.0165  1.8579  -1.4508  0.259

Cartesian forces (eV/Å) of the 3 atoms listed first:
-0.50 0.35 -0.22
-0.68 0.58 -1.62
-3.27 -0.85 -2.20

Relative energy (zero: lowest compared OMol25 entry of this formula, charge and spin): 4.656 1.381 3.207 (eV)